Below is an isolated ion of composition HN4O4 and charge -1 in a non-equilibrium geometry, with properties calculated with ωB97M-V with the def2-TZVPD basis set.

Computed properties:
Frontier orbital gap (spin up / spin down) in eV: 5.48 / 8.23
E in eV: -14158.4202
Multiplicity: 1
Energy above the lowest of the compared OMol25 structures with the same formula, charge and spin in kcal/mol: 45.8
Total charge: -1

Geometry (Å):
O -0.46 1.39 0.91
O -3.06 0.13 0.66
O 0.65 -1.26 -1.27
O -2.98 0.01 -1.51
N -0.28 0.18 0.68
N -2.48 -0.09 -0.40
N -1.15 -0.44 -0.32
N -0.62 -1.23 -1.30
H 0.51 -0.22 0.25